41
Properties=species:S:1:pos:R:3:forces:R:3 method="wB97M-V/def2-TZVPD" mol_weight_g_mol=377.29 e_lumo_ha=-0.041 orbital_gap_ev=8.0
O 1.24887 -2.15898 -1.30469 0.9 0.2 -2.5
C 0.88347 -2.24433 -0.17527 3.2 -5.4 0.3
N 1.32330 -3.26472 0.65591 3.3 -4.7 0.0
C 2.27721 -4.35374 0.01998 -6.5 -0.7 16.3
C 3.31358 -5.00079 0.70926 5.8 4.9 9.5
C 2.30176 -5.83136 0.49571 -8.2 -3.9 0.4
H 2.55975 -6.61473 -0.21211 -0.9 -0.1 -0.1
H 1.37966 -6.09362 1.31106 3.0 0.5 -2.2
H 4.28097 -5.27348 0.47364 1.8 0.0 -1.5
H 3.46277 -4.58371 1.89496 -0.5 -1.0 -3.0
H 2.47847 -4.25509 -0.78127 3.4 3.0 -18.5
H 1.12876 -3.60884 1.64715 -0.4 1.7 -2.1
C 0.02446 -1.42680 0.42508 -2.6 5.1 8.6
C 0.92812 -0.16843 1.13326 2.3 -2.7 -2.4
C -0.03016 0.78822 1.67843 9.0 0.9 9.4
N -0.84533 1.24271 0.85431 -9.8 3.2 -7.7
S -1.61173 2.80111 0.92319 -0.2 -2.5 10.7
O -3.00208 2.59519 1.25880 -0.4 -0.6 -1.8
O -1.04806 3.54740 2.08123 0.9 -0.9 -2.9
C -1.36506 3.52607 -0.47364 -3.1 1.8 -4.8
C -0.83600 2.78250 -1.59611 0.3 2.1 3.3
C -0.48048 3.45453 -2.64300 -1.6 3.2 -5.7
C -1.14436 4.78301 -2.87702 3.6 -3.6 -1.1
C -1.67500 5.42314 -1.87349 -6.0 1.9 1.4
C -2.24516 4.66727 -0.66574 6.7 0.9 -2.6
Cl -2.84635 5.60148 0.55260 -1.2 0.6 1.0
H -2.18785 6.40765 -2.30147 0.9 -1.8 1.9
H -1.12977 5.26550 -3.82146 0.6 0.1 -0.8
Cl 0.35677 2.67881 -4.05448 -0.7 0.8 1.5
H -0.30764 1.94371 -1.41586 1.0 -3.2 0.9
C -1.96184 0.15952 0.55384 7.2 2.2 -7.6
C -1.17381 -1.00273 -0.30248 5.0 9.6 -0.4
H -1.75822 -1.71938 -0.43795 -5.1 -6.3 -1.7
H -0.64131 -0.57444 -1.30575 -2.1 -0.8 1.9
H -2.33616 -0.26655 1.29893 -2.8 -3.1 7.1
H -2.69804 0.63835 0.01233 -1.5 0.7 -1.3
H -0.50360 0.39174 2.61543 0.6 0.3 -0.1
H 0.86580 1.85465 2.07399 -2.9 -3.0 -0.8
H 1.39281 0.21547 0.19416 0.2 0.4 1.0
H 1.81922 -0.58329 1.87825 -2.7 0.9 -1.9
H -0.19774 -1.74306 1.50031 -0.6 -0.8 -1.5